[1]
ORCA calculation (ωB97M-V/def2-TZVPD) on one molecule with the formula C3H8N2O.

Properties
- Energy above the lowest of the compared OMol25 structures with the same formula, charge and spin: 6.38 kcal/mol
- Orbital gap: 10.32 eV
- Lowest unoccupied orbital energy: 0.89 eV
- Molar mass: 88.11 g mol⁻¹
- Highest occupied orbital energy: -0.3463 hartree
- Calculated total energy: -8269.049 eV

The geometry in ORCA input format:
```
! RIJCOSX wB97M-V def2-TZVPD def2/J DEFGRID3
* xyz 0 1
C -2.385 0.419 0.160
N -1.072 0.011 0.611
C -0.007 0.030 -0.268
O -0.074 0.485 -1.399
N 1.150 -0.510 0.265
C 2.405 -0.289 -0.427
H -2.909 0.936 0.970
H -2.999 -0.426 -0.179
H -2.249 1.107 -0.676
H -1.042 -0.686 1.342
H 1.201 -0.495 1.273
H 2.820 0.711 -0.238
H 3.132 -1.043 -0.109
H 2.231 -0.388 -1.500
*
```


[2]
ORCA calculation (ωB97M-V/def2-TZVPD) on one molecule with the formula C5H11BO at a distorted geometry.

Properties
- Energy above the lowest of the compared OMol25 structures with the same formula, charge and spin: 112.83 kcal/mol
- Orbital gap (alpha / beta): 6.78 / 8.45 eV
- Lowest unoccupied orbital energy (alpha / beta): 0.50 / 0.39 eV
- Molar mass: 97.95 g mol⁻¹
- Highest occupied orbital energy (alpha / beta): -0.2309 / -0.2960 hartree
- Calculated total energy: -8082.285 eV

The geometry in ORCA input format:
```
! RIJCOSX wB97M-V def2-TZVPD def2/J DEFGRID3
* xyz 0 1
B 1.081 0.733 -0.152
C 0.193 -0.573 -0.010
C -2.191 1.639 -0.158
C -1.246 -0.673 -0.580
C -2.138 0.240 0.415
C 3.341 0.102 0.051
O 2.340 1.101 -0.183
H 0.669 -1.325 -0.554
H 0.253 -0.687 1.021
H -1.215 2.148 0.132
H -2.392 1.553 -1.181
H -1.186 -0.237 -1.640
H -1.734 -1.729 -0.432
H -1.694 0.174 1.328
H -3.067 -0.166 0.503
H 4.241 0.554 -0.098
H 3.375 -0.803 -0.606
H 3.370 -0.136 1.088
*
```